# 1
DFT (ωB97M-V/def2-TZVPD) results for a cluster of 2 separate species, C4H12N2O in total at a distorted geometry.

```
! RIJCOSX wB97M-V def2-TZVPD def2/J DEFGRID3
* xyz 0 1
C 1.02 -1.60 1.63
N 0.70 -0.43 1.26
C -0.03 0.04 0.06
C 0.77 1.14 -0.72
C 1.24 0.49 -2.06
N 2.38 -0.38 -1.74
H 1.91 -2.14 1.28
H 0.55 -2.09 2.49
H -0.13 -0.81 -0.59
H -1.02 0.38 0.37
H 1.69 1.38 -0.17
H 0.21 2.07 -0.84
H 1.61 1.34 -2.64
H 0.39 -0.01 -2.53
H 2.36 -0.71 -0.79
H 3.26 -0.09 -2.12
O -5.03 0.69 1.46
H -5.31 -0.21 1.23
H -4.73 0.71 2.37
*
```

LUMO level ... 0.335 eV
Frontier orbital gap ... 8.1719 eV
Strongest force on any atom ... 2.96 eV/A
HOMO level ... -7.8 eV
Total energy ... -344.233353 a.u.
Structure (SMILES) ... C=NCCCN.O

# 2
DFT (ωB97M-V/def2-TZVPD) results for a structure of composition C10H17Br2F6MnN2O2 at a distorted geometry.

```
! RIJCOSX wB97M-V def2-TZVPD def2/J DEFGRID3
* xyz 1 2
Mn 0.14 -0.35 1.31
Br 0.59 -2.34 0.27
C -1.06 -1.23 2.61
Br -0.93 0.53 3.35
H -0.60 -1.97 3.25
H -2.08 -1.44 2.33
C 2.25 2.25 2.68
C 2.46 1.23 1.56
O 1.29 0.92 0.88
C 3.49 1.78 0.54
F 3.40 1.13 -0.63
F 3.28 3.07 0.30
F 4.74 1.64 1.01
C 2.98 -0.10 2.15
F 3.92 -0.01 3.05
F 3.35 -0.96 1.21
F 1.86 -0.69 2.76
H 1.86 3.17 2.26
H 3.20 2.45 3.18
H 1.54 1.86 3.40
C -3.16 -1.76 -0.04
N -2.52 -1.25 -1.25
C -2.80 -2.01 -2.47
C -1.57 -0.32 -1.12
O -1.23 0.02 0.09
N -0.99 0.28 -2.17
C -1.57 0.38 -3.51
C 0.24 1.05 -2.00
H -4.10 -2.23 -0.31
H -3.36 -0.94 0.65
H -2.52 -2.50 0.45
H -3.11 -3.01 -2.17
H -1.91 -2.10 -3.08
H -3.61 -1.57 -3.05
H -2.65 0.33 -3.48
H -1.18 -0.39 -4.18
H -1.28 1.34 -3.92
H 0.76 0.77 -1.10
H 0.02 2.12 -1.98
H 0.89 0.85 -2.86
*
```

LUMO level (spin up / spin down) ... -5.727 / -4.730 eV
Expectation value of S² ... 0.867
Frontier orbital gap (spin up / spin down) ... 7.0286 / 8.0278 eV
Strongest force on any atom ... 1.72 eV/A
HOMO level (spin up / spin down) ... -12.8 / -12.8 eV
Total energy ... -7549.220161 a.u.

# 3
DFT (ωB97M-V/def2-TZVPD) results for a cluster of 2 separate species, CH4N2O2S in total at a distorted geometry.

```
! RIJCOSX wB97M-V def2-TZVPD def2/J DEFGRID3
* xyz 0 1
C -1.04 1.38 -0.85
N -0.76 -0.70 0.45
N 1.11 -0.77 -0.13
O -1.29 -1.70 0.37
O -1.02 0.16 -0.89
S -0.59 2.37 0.44
H 1.26 -1.55 -0.77
H 1.05 0.09 -0.65
H 1.66 -0.59 0.75
H -0.37 1.30 1.28
*
```

LUMO level ... 0.465 eV
Frontier orbital gap ... 7.6525 eV
Strongest force on any atom ... 3.78 eV/A
HOMO level ... -7.2 eV
Total energy ... -698.461354 a.u.